Molecular formula: C6H18AlF2N4O5PS2
Method: DFT, the ωB97M-V functional and the def2-TZVPD basis

- Relative energy (zero: lowest compared OMol25 entry of this formula, charge and spin): 84.9 kcal per mole
- Total charge: +2
- HOMO level: -16.3 eV
- Spin multiplicity: 1
- Molar mass: 386.319 g/mol
- LUMO energy: -12.9 eV
- Kohn-Sham gap: 3.38 eV

Element x y z (Å)
Al: -25.8388 9.4254 -2.1809
N: -24.6852 8.3850 -3.1853
S: -24.7483 7.1796 -4.1289
O: -24.2723 5.9070 -3.6433
O: -24.8527 7.4168 -5.5664
F: -26.2855 6.9447 -3.7916
S: -22.9918 8.3909 -3.4544
O: -22.4524 8.7428 -4.8132
O: -22.2165 7.4756 -2.5918
F: -22.8012 9.7378 -2.5867
O: -26.7882 8.1397 -2.1762
P: -28.0767 7.3174 -2.2267
N: -29.5537 8.2861 -2.4529
C: -29.5425 9.8131 -2.2757
C: -30.9364 7.7320 -2.3288
N: -28.3322 6.4534 -0.7527
C: -28.8039 7.2292 0.5146
C: -28.1178 5.0439 -0.6084
N: -28.0573 6.1330 -3.4086
C: -26.7959 5.3282 -3.6103
C: -28.9909 6.0431 -4.5510
H: -29.9166 10.1260 -1.3009
H: -30.1712 10.3241 -3.0049
H: -28.5123 10.1075 -2.4759
H: -31.2413 7.7512 -1.2824
H: -31.0282 6.6961 -2.6552
H: -31.7148 8.3504 -2.7758
H: -29.0574 8.2880 0.4605
H: -29.6442 6.6348 0.8731
H: -28.0748 7.0153 1.2961
H: -28.4124 4.6622 0.3692
H: -28.7767 4.5658 -1.3332
H: -27.0735 4.7483 -0.7090
H: -26.1454 5.6866 -4.4081
H: -26.3363 5.0850 -2.6523
H: -27.2671 4.4038 -3.9443
H: -28.6084 5.4421 -5.3759
H: -29.3189 6.9718 -5.0181
H: -29.9146 5.5030 -4.3435